C17H35BNO4P2Zn | ωB97M-V with the def2-TZVPD basis set

The geometry in ORCA input format:
```
! wB97M-V def2-TZVPD RIJCOSX def2/J DEFGRID3
* xyz 1 1
Zn 0.50306 -1.20234 -0.61227
P -0.04918 -2.27001 1.27333
C -1.33859 -3.46077 0.72237
C -1.75137 -3.24195 -0.71947
N -1.14424 -2.28094 -1.44187
C -1.60629 -1.92723 -2.65336
C -2.64586 -2.63593 -3.24978
C -3.22666 -3.69931 -2.56111
C -2.77745 -3.99760 -1.27588
C -1.00478 -0.73269 -3.36765
P 0.37127 0.07044 -2.44905
H -3.20858 -4.79455 -0.67285
H -2.97731 -2.32037 -4.23696
H -4.02708 -4.27588 -3.01508
H -0.61887 -1.04172 -4.35208
H -1.78058 0.03328 -3.52998
H -0.99429 -4.45131 0.87388
H -2.21286 -3.29830 1.37609
H 3.84854 -2.63947 -1.53240
O 2.91071 -2.56176 -1.63891
H 2.65508 -3.32796 -2.18263
H 2.02051 2.56333 2.30946
O 1.69394 1.02020 1.12518
H 2.41867 1.23705 0.51738
C 1.77585 -0.01923 -3.58532
H 1.47827 -0.54926 -4.49939
H 2.08918 1.00424 -3.82918
H 2.59114 -0.56619 -3.09417
C -0.10434 1.80509 -2.28686
H 0.45877 2.38940 -3.02774
H -1.18094 1.90454 -2.48298
H 0.11797 2.18085 -1.27576
C -0.88274 -1.31861 2.56436
H -0.63893 -1.74868 3.54551
H -0.56009 -0.26578 2.52639
H -1.96781 -1.37284 2.40640
C 1.28237 -3.22259 2.03810
H 1.68903 -2.63033 2.87027
H 0.90637 -4.18987 2.40202
H 2.07104 -3.38248 1.28716
C -0.26609 3.63498 4.00163
C -0.82644 2.94098 2.75764
C -2.29013 2.59617 3.00605
O -0.10002 1.75882 2.53804
B 1.05353 2.15453 1.66946
O 0.46324 3.13937 0.71180
C -0.55735 3.81753 1.40804
C -1.78548 3.91381 0.51170
C -0.07519 5.23332 1.70648
H -0.40208 2.97999 4.87274
H -0.79764 4.57242 4.21065
H 0.80978 3.83163 3.89748
H -2.37302 1.98273 3.91380
H -2.87497 3.51409 3.15567
H -2.70759 2.02313 2.16901
H -2.58220 4.46521 1.02759
H -1.52646 4.46322 -0.40331
H -2.14720 2.91641 0.22762
H 0.88675 5.22682 2.23458
H 0.07031 5.77061 0.76025
H -0.82158 5.78634 2.29179
*
```

Summary:
- HOMO energy (eV) = -9.38
- energy relative to the best compared isomer or geometry (same formula, charge and spin) (kJ/mol) = 20.76
- M (g/mol) = 455.62

Atom charges from the Löwdin analysis, given in e for atoms 1 to 8: 0.62, 0.84, -0.24, -0.29, 0.00, -0.30, 0.00, -0.01